C4H10N2O | ωB97M-V/def2-TZVPD

CARTESIAN COORDINATES (ANGSTROEM)
N (0.9187, 0.3781, -2.0985)
C (0.9610, -0.6818, -1.0964)
C (0.5871, -0.1390, 0.2593)
N (-0.7319, -0.2076, 0.6188)
C (-1.0800, 0.2907, 1.9311)
C (-1.7716, -0.1589, -0.4100)
O (1.4422, 0.3128, 1.0018)
H (1.4925, 1.1601, -1.7869)
H (1.3500, 0.0686, -2.9618)
H (0.3129, -1.4974, -1.4262)
H (1.9204, -1.2078, -0.9889)
H (-1.1060, 1.3888, 1.9839)
H (-0.3617, -0.0262, 2.6784)
H (-2.0441, -0.1236, 2.2222)
H (-1.7712, -1.0787, -0.9976)
H (-2.7184, 0.0167, 0.0874)
H (-1.6268, 0.6851, -1.0868)

Atoms 1-3, force components in eV/Å:
N 0.4 0.4 0.0
C 0.2 -0.9 -0.6
C -0.3 0.0 0.3

Its SMILES is CN(C)C(=O)CN. Its electronic energy is -343.15789 hartree. For the maximum force, the calculation gives 0.0218 hartree/bohr. The calculation puts the energy relative to the best compared isomer or geometry (same formula, charge and spin) at 27.3 kcal/mol.

C3H5N3 | ωB97M-V/def2-TZVPD

CARTESIAN COORDINATES (ANGSTROEM)
N (0.1611, 2.0501, -0.1781)
C (0.0154, 0.7741, -0.1360)
C (-0.9710, -0.1845, 0.3637)
N (-0.5278, -1.4124, 0.0714)
N (0.6618, -1.5270, -0.4450)
C (1.1169, -0.1931, -0.4615)
H (1.2493, 0.2844, 0.6672)
H (-0.6362, 2.5047, 0.2556)
H (-1.9443, -0.0145, 0.7886)
H (-1.0267, -2.2790, 0.2703)
H (1.9015, -0.0028, -1.1961)

Atoms 1-3, force components in eV/Å:
N -0.7 -0.2 -0.2
C -0.8 0.2 -0.8
C -0.1 0.2 0.1

Its electronic energy is -281.45824 hartree. For the maximum force, the calculation gives 0.0543 hartree/bohr. The calculation puts the energy relative to the best compared isomer or geometry (same formula, charge and spin) at 82.7 kcal/mol.

C5H12BO2S | ωB97M-V/def2-TZVPD

CARTESIAN COORDINATES (ANGSTROEM)
O (-2.4783, -3.0321, -1.0781)
C (-1.5001, -2.3022, -1.1367)
O (-0.7799, -1.9463, -0.0671)
C (0.6321, -2.1048, -0.2198)
C (1.4057, -0.8557, 0.1879)
C (0.6685, 0.4643, -0.0861)
C (-0.0455, 1.0753, 1.1123)
B (-1.0728, 2.2885, 0.6524)
S (-0.0834, 3.9183, 0.2253)
H (-1.2007, -1.8599, -2.0944)
H (0.8914, -2.3959, -1.2345)
H (0.9205, -2.9309, 0.4220)
H (2.3394, -0.8461, -0.3711)
H (1.6832, -0.9283, 1.2329)
H (1.4099, 1.1800, -0.4275)
H (-0.0320, 0.3408, -0.9069)
H (-0.5579, 0.3127, 1.6955)
H (0.7204, 1.5396, 1.7339)
H (-1.6987, 1.9393, -0.3393)
H (-1.8134, 2.5874, 1.5730)
H (0.5916, 3.5559, -0.8737)

Atoms 1-3, force components in eV/Å:
O 1.5 1.3 0.1
C -1.9 -1.2 0.3
O -0.4 -0.5 -0.2

Its net charge is -1. Its electronic energy is -771.26898 hartree. For the maximum force, the calculation gives 0.0431 hartree/bohr.

Question: Which value of maximum force does entry 2 give?
Answer: 0.0543 hartree/bohr